Entry 1:
This record from the OMol25 dataset describes a structure of composition H2O5PSi in a non-equilibrium geometry. The level of theory is the ωB97M-V functional and the def2-TZVPD basis.

The calculation puts the frontier orbital gap at 9.3 eV. For the highest occupied orbital energy, the calculation gives -5.327 eV. The total energy comes out at -27438.6597 eV.

```
! RIJCOSX wB97M-V def2-TZVPD def2/J DEFGRID3
* xyz -1 1
O 1.662 -0.353 -1.666
O 2.203 1.147 0.471
O -1.090 -1.728 0.616
O 1.958 -0.263 0.837
O -0.153 0.855 -0.165
Si -1.540 -0.320 0.198
P 1.189 0.242 -0.447
H -2.228 -0.025 -1.031
H -2.002 0.446 1.187
*
```

Charges per atom according to Löwdin partitioning, unit e: atom 1 (O): -0.24, atom 2 (O): -0.17, atom 3 (O): -0.46, atom 4 (O): -0.15, atom 5 (O): -0.33, atom 6 (Si): 0.25, atom 7 (P): 0.25, atom 8 (H): -0.06, atom 9 (H): -0.08

Entry 2:
This record from the OMol25 dataset describes a structure of composition H2O9S2Tl in a non-equilibrium geometry. The level of theory is the ωB97M-V functional and the def2-TZVPD basis.

The calculation puts the frontier orbital gap at 4.0 eV. For the highest occupied orbital energy, the calculation gives -5.250 eV. The total energy comes out at -44816.1890 eV.

```
! RIJCOSX wB97M-V def2-TZVPD def2/J DEFGRID3
* xyz -1 1
Tl -0.044 -1.527 1.631
S 1.041 1.254 1.220
O 1.328 2.502 1.788
O 2.205 0.557 0.721
O 0.482 0.389 2.229
O 0.106 1.402 0.102
S 0.094 -0.276 -1.432
O 0.932 0.768 -1.882
O 0.588 -0.876 -0.194
O -1.234 0.200 -1.174
O 0.125 -1.290 -2.498
O -1.728 -1.115 0.183
H -1.404 -0.479 -0.455
H -2.491 -1.510 -0.238
*
```

Charges per atom according to Löwdin partitioning, unit e: atom 1 (Tl): 1.02, atom 2 (S): 0.20, atom 3 (O): -0.24, atom 4 (O): -0.22, atom 5 (O): -0.44, atom 6 (O): -0.22, atom 7 (S): 0.32, atom 8 (O): -0.11, atom 9 (O): -0.50, atom 10 (O): -0.14, atom 11 (O): -0.23, atom 12 (O): -0.16, atom 13 (H): -0.35, atom 14 (H): 0.08

Entry 3:
This record from the OMol25 dataset describes a structure of composition H2ORb. The level of theory is the ωB97M-V functional and the def2-TZVPD basis.

The calculation puts the frontier orbital gap at 12.4 eV. For the highest occupied orbital energy, the calculation gives -16.511 eV. The total energy comes out at -2730.1071 eV.

```
! RIJCOSX wB97M-V def2-TZVPD def2/J DEFGRID3
* xyz 1 1
Rb 0.842 1.786 -1.318
O -0.012 -0.406 0.229
H -0.802 -0.843 -0.088
H -0.028 -0.537 1.177
*
```

Charges per atom according to Löwdin partitioning, unit e: atom 1 (Rb): 1.06, atom 2 (O): -0.16, atom 3 (H): 0.05, atom 4 (H): 0.06

Entry 4:
This record from the OMol25 dataset describes a cluster of 2 separate species, H2P2 in total in a non-equilibrium geometry. The level of theory is the ωB97M-V functional and the def2-TZVPD basis.

The calculation puts the frontier orbital gap at 8.4 eV. For the highest occupied orbital energy, the calculation gives -9.340 eV. The total energy comes out at -18607.3700 eV.

```
! RIJCOSX wB97M-V def2-TZVPD def2/J DEFGRID3
* xyz 0 1
P -0.942 -0.133 0.471
P 0.697 0.138 -0.611
H -1.802 0.076 -0.548
H 2.047 -0.081 0.689
*
```

Charges per atom according to Löwdin partitioning, unit e: atom 1 (P): 0.20, atom 2 (P): 0.14, atom 3 (H): -0.28, atom 4 (H): -0.07